[1]
DFT (wB97M-V/def2-TZVPD) results for a molecular structure, C5H5NO.

Geometry (Å):
C: -0.65 -0.31 -0.08
C: 0.99 0.05 -0.19
C: -0.46 1.59 0.37
C: 0.89 1.43 0.13
C: -1.14 -1.55 -0.07
O: -1.37 0.82 -0.36
N: 1.96 -0.76 -0.18
H: 1.69 -1.69 -0.51
H: -0.93 2.43 0.87
H: 1.69 2.13 0.29
H: -0.50 -2.41 0.03
H: -2.19 -1.73 -0.28

Results
Orbital gap   9.65 eV
LUMO   0.25 eV
Energy above the lowest of the compared OMol25 structures with the same formula, charge and spin   78.3 kcal/mol
E_HOMO   -9.4 eV
Charge   0

***

[2]
DFT (wB97M-V/def2-TZVPD) results for C3H4 in the gas phase.

Geometry (Å):
C: 1.54 -0.47 -0.03
C: 0.51 -0.02 -0.45
C: -0.91 0.27 -0.39
H: 2.55 -0.76 -0.15
H: -1.30 1.25 -0.67
H: -0.86 0.25 0.70
H: -1.50 -0.52 -0.86

Results
Orbital gap   10.86 eV
LUMO   1.00 eV
Energy above the lowest of the compared OMol25 structures with the same formula, charge and spin   14.6 kcal/mol
E_HOMO   -9.9 eV
Charge   0

***

[3]
DFT (wB97M-V/def2-TZVPD) results for 2 unconnected molecules or ions with the total composition C3H5N.

Geometry (Å):
C: -0.32 0.18 0.88
C: 0.17 0.89 2.04
C: 0.05 -1.07 -1.36
N: -0.67 -0.38 1.93
H: 1.18 0.75 2.36
H: -0.27 1.86 2.40
H: 0.91 -1.40 -0.70
H: 0.20 -0.04 -1.76
H: -1.01 -1.41 -1.34

Results
Orbital gap (spin up / spin down)   9.08 / 9.22 eV
<S²>   2.0097
LUMO (spin up / spin down)   1.11 / -2.09 eV
Energy above the lowest of the compared OMol25 structures with the same formula, charge and spin   53.7 kcal/mol
2S+1   3
E_HOMO (spin up / spin down)   -8.0 / -11.3 eV
Charge   0

***

[4]
DFT (wB97M-V/def2-TZVPD) results for a molecular structure, C5H8N.

Geometry (Å):
C: -0.46 0.09 1.50
C: 0.89 0.37 0.00
C: 1.62 0.50 -1.10
C: 0.90 0.80 1.53
C: -1.78 -0.99 -1.16
N: -0.36 -0.33 0.29
H: -1.21 -0.11 2.24
H: 1.46 -0.03 -1.97
H: 2.60 0.94 -1.09
H: 0.75 1.86 1.57
H: 1.52 0.25 2.23
H: -2.58 -0.55 -0.70
H: -1.78 -2.05 -1.17
H: -1.57 -0.73 -2.19

Results
Orbital gap   9.06 eV
LUMO   -5.49 eV
Energy above the lowest of the compared OMol25 structures with the same formula, charge and spin   110.5 kcal/mol
E_HOMO   -14.5 eV
Charge   +1

***

[5]
DFT (wB97M-V/def2-TZVPD) results for C5H5NO in the gas phase.

Geometry (Å):
C: -0.94 -0.45 -2.77
C: -0.88 -0.57 -1.57
C: -0.69 -0.63 -0.13
O: -1.56 -0.97 0.65
C: 0.66 -0.17 0.33
C: 0.66 1.06 1.18
N: 0.95 -0.24 1.75
H: -1.00 -0.33 -3.83
H: 1.48 -0.35 -0.35
H: -0.31 1.52 1.40
H: 1.50 1.74 1.10
H: 0.13 -0.61 2.23

Results
Orbital gap   10.13 eV
LUMO   0.05 eV
Energy above the lowest of the compared OMol25 structures with the same formula, charge and spin   71.2 kcal/mol
E_HOMO   -10.1 eV
Charge   0

***

[6]
DFT (wB97M-V/def2-TZVPD) results for C5H6O3 in the gas phase.

Geometry (Å):
C: -1.60 -0.95 0.07
C: -0.33 -0.22 -0.08
C: 0.79 -0.82 0.25
C: 2.16 -0.34 -0.01
O: 2.41 0.82 -0.28
O: -0.51 0.86 -0.87
C: -0.39 2.01 -0.23
O: 0.01 2.17 0.91
H: -2.39 -0.44 -0.79
H: -1.94 -0.74 1.35
H: -1.25 -2.11 -0.01
H: 0.79 -1.74 0.73
H: 2.96 -1.31 -0.10
H: -0.71 2.81 -0.94

Results
Orbital gap   10.01 eV
LUMO   0.11 eV
Energy above the lowest of the compared OMol25 structures with the same formula, charge and spin   71.2 kcal/mol
E_HOMO   -9.9 eV
Charge   0